{
  "formula": "C12H15NNiO6",
  "method": "ωB97M-V/def2-TZVPD",
  "species": ["C", "C", "N", "C", "C", "C", "C", "C", "C", "O", "O", "C", "O", "O", "C", "O", "C", "C", "O", "H", "H", "H", "H", "H", "H", "H", "H", "H", "H", "H", "H", "H", "H", "H", "Ni"],
  "xyz": [[3.383, -1.623, 0.456], [3.103, -0.220, -0.021], [1.682, -0.065, -0.434], [0.946, 0.712, 0.583], [-0.571, 0.744, 0.379], [-1.342, -0.440, 0.775], [-2.626, -0.755, 0.556], [-3.702, -0.056, -0.183], [-4.024, 1.331, 0.365], [-5.043, 1.406, 1.004], [-3.254, 2.371, 0.193], [-2.930, -2.065, 1.180], [-3.846, -2.815, 1.006], [-1.810, -2.359, 2.005], [-0.808, -1.646, 1.516], [0.354, -1.966, 1.584], [1.529, 0.637, -1.691], [2.383, 1.835, -2.029], [0.655, 0.287, -2.443], [3.005, -1.788, 1.454], [4.431, -1.857, 0.468], [2.883, -2.274, -0.274], [3.303, 0.454, 0.799], [3.778, -0.009, -0.832], [1.172, 0.317, 1.561], [1.275, 1.745, 0.573], [-0.927, 1.583, 0.960], [-0.805, 0.978, -0.652], [-4.598, -0.661, -0.188], [-3.379, 0.105, -1.211], [-3.162, 2.539, -0.763], [2.643, 1.727, -3.066], [3.287, 1.894, -1.448], [1.811, 2.738, -1.908], [1.204, -2.805, -0.272]],
  "total_energy_ev": -67483.863,
  "charge": 2,
  "orbital_gap_ev": [7.9, 3.2],
  "multiplicity": 3
}